DFT (the ωB97M-V functional and the def2-TZVPD basis) results for a single C5H6N2OS molecule at a distorted geometry.

Output
* strongest force on any atom: 2.893 eV/Å
* ΔE to the lowest compared entry with this formula, charge and spin: 532.02 kJ/mol
* LUMO energy: 0.01028 Eh
* Kohn-Sham gap: 8.6 eV
* electronic energy: -21139.5840 eV

```
! RIJCOSX wB97M-V def2-TZVPD def2/J DEFGRID3
* xyz 0 1
N -0.37 0.56 -0.69
O 1.99 -0.69 -1.06
H 0.49 -1.82 -1.85
H 1.55 -2.62 -0.94
C 0.95 -1.70 -0.94
H -1.96 2.45 1.43
H 0.23 -1.56 -0.20
C 1.99 0.51 -0.57
C -1.32 1.86 0.83
N 0.07 1.74 1.12
H 1.45 2.18 3.10
S 0.24 2.34 2.76
C -1.54 1.19 -0.34
H -2.52 0.87 -0.83
C 0.60 0.94 0.06
*
```